(1)
This record from OMol25 describes the molecule C16H21NO2 at a distorted geometry. The level of theory is wB97M-V/def2-TZVPD.

## Properties
frontier orbital gap: 0.358 Ha
SMILES: C/C=C/[C@@H]1C(=O)N(/C=C/C)C(=O)C1(/C=C/C)/C=C/C
molecular weight: 259.35 g mol⁻¹
F_max: 5.37 eV/Å
energy relative to the best compared isomer or geometry (same formula, charge and spin): 379.3 kJ/mol
DFT total energy: -22515.5029 eV

```
! RIJCOSX wB97M-V def2-TZVPD def2/J DEFGRID3
* xyz 0 1
C 1.75158 -1.83873 -3.14835
C 1.70917 -1.28426 -1.75284
C 1.40072 0.01462 -1.51327
C 1.13923 0.67162 -0.18220
C 1.35349 -0.12151 1.09943
O 2.45445 -0.51921 1.40571
N 0.22900 -0.33031 1.89606
C -0.04100 -1.11435 3.03192
C 0.89042 -1.96465 3.59243
C 0.66871 -2.90501 4.75068
C -0.69985 0.53515 1.35655
O -1.80763 0.75317 1.89746
C -0.35607 1.05952 -0.02881
C -0.55566 2.62260 -0.05474
C -0.23931 3.35295 -1.14324
C -0.53330 4.82858 -1.22551
C -1.30599 0.48104 -1.09020
C -1.79698 -0.82613 -1.03526
C -2.65422 -1.50171 -2.04000
H 2.72299 -2.25246 -3.43471
H 1.46834 -1.09694 -3.90318
H 1.02588 -2.65495 -3.16543
H 1.87403 -1.87695 -0.88764
H 1.18467 0.67723 -2.36311
H 1.74105 1.56964 -0.07188
H -1.06561 -1.13484 3.43413
H 1.91837 -1.99235 3.15835
H 0.65994 -3.95981 4.47052
H -0.29166 -2.70718 5.24087
H 1.42798 -2.74506 5.49157
H -0.96207 3.13188 0.83936
H 0.14312 2.88147 -2.04338
H -0.88875 5.14280 -2.19158
H -1.25406 5.09498 -0.48900
H 0.39074 5.39142 -1.01676
H -1.60176 1.12808 -1.85391
H -1.55096 -1.45509 -0.18177
H -2.28206 -2.52420 -2.11647
H -2.54919 -1.04210 -3.01892
H -3.71776 -1.48894 -1.71289
*
```

Atomic partial charges in e from the natural (NBO) method, atoms 1 to 5: -0.6378 -0.1672 -0.1704 -0.3312 0.6982

(2)
This record from OMol25 describes a structure of composition C9H22InN2O15S3. The level of theory is wB97M-V/def2-TZVPD.

## Properties
frontier orbital gap: 0.248 Ha
molecular weight: 609.29 g mol⁻¹
F_max: 0.90 eV/Å
energy relative to the best compared isomer or geometry (same formula, charge and spin): 14.8 kJ/mol
DFT total energy: -81056.3591 eV

```
! RIJCOSX wB97M-V def2-TZVPD def2/J DEFGRID3
* xyz -1 1
C 1.41342 -2.23813 2.41332
C 0.10576 -2.02424 1.63227
N -0.51768 -0.72593 1.94281
In -0.65418 0.59195 0.29524
O -0.53936 2.53144 1.02335
C 1.09619 0.31483 -1.09150
O 1.97724 1.52525 -1.08884
N 3.25285 1.19741 -0.69255
O 4.04133 1.40042 -1.54822
H 1.45655 -1.47915 3.19303
H 2.28939 -2.11824 1.77434
H 1.44688 -3.22297 2.88059
H 0.30064 -2.14275 0.55942
H -0.60428 -2.80334 1.91254
H -1.45196 -0.89819 2.28768
H -2.13981 0.36906 -0.63941
H 0.32795 2.59365 1.42094
H 1.72692 -0.54543 -0.86554
H 0.78474 0.24645 -2.13305
C -3.08972 1.74065 -3.69352
C -4.49205 2.30079 -3.80163
O -5.28234 1.16363 -4.19213
S -4.69016 -0.15795 -3.50735
O -5.42395 -0.45212 -2.33130
O -4.53702 -1.14170 -4.51654
O -3.28753 0.45210 -3.10649
H -2.62345 1.61888 -4.67294
H -2.44347 2.32009 -3.03937
H -4.58691 3.07148 -4.56089
H -4.85226 2.67229 -2.84131
C -4.52610 -3.23836 0.83732
C -5.51353 -2.99210 1.95969
O -4.91285 -3.63441 3.09784
S -3.31823 -3.50021 3.00688
O -2.90041 -2.39361 3.78130
O -2.75386 -4.78547 3.19542
O -3.25030 -3.09306 1.47107
H -4.61067 -4.25149 0.43974
H -4.60237 -2.51206 0.03224
H -6.48631 -3.43918 1.77720
H -5.62361 -1.92738 2.17091
C 7.01936 2.67427 -0.65161
C 6.09330 2.74757 0.53962
O 6.89299 2.23588 1.62456
S 8.41223 2.64868 1.41826
O 8.71261 3.81672 2.16399
O 9.21495 1.48928 1.55317
O 8.30192 3.05991 -0.11795
H 7.08668 1.66019 -1.04538
H 6.74299 3.36015 -1.44618
H 5.20881 2.13902 0.40854
H 5.80867 3.77545 0.77044
*
```

Atomic partial charges in e from the Mulliken method, atoms 1 to 5: -1.2906 0.5265 -0.6005 1.0685 -0.8316

(3)
This record from OMol25 describes the molecule C16H21ClN2O3. The level of theory is wB97M-V/def2-TZVPD.

## Properties
frontier orbital gap: 0.358 Ha
SMILES: O=C(CCN1C(=O)[C@H]2CC(Cl)=CC[C@H]2C1=O)N1CCCCC1
molecular weight: 324.81 g mol⁻¹
F_max: 0.62 eV/Å
energy relative to the best compared isomer or geometry (same formula, charge and spin): 0.0 kJ/mol
DFT total energy: -38579.8742 eV

```
! RIJCOSX wB97M-V def2-TZVPD def2/J DEFGRID3
* xyz 0 1
O 0.38558 -0.12894 1.47877
C -0.64917 0.48199 1.23620
C -0.66263 2.00291 1.32546
C -0.26624 2.58691 -0.04167
N 0.90014 1.89377 -0.54201
C 2.17700 2.17233 -0.09770
O 2.46683 3.12940 0.56798
C 3.08901 1.06826 -0.59327
C 3.68554 0.33159 0.62409
C 4.28747 -0.95197 0.15170
Cl 5.90774 -1.30839 0.62727
C 3.57082 -1.75155 -0.62582
C 2.18137 -1.30675 -0.95647
C 2.19289 0.15999 -1.43906
C 0.80514 0.75023 -1.30030
O -0.22454 0.32815 -1.76393
N -1.76396 -0.15728 0.85648
C -3.00754 0.44924 0.42820
C -3.53119 -0.30022 -0.79463
C -3.92101 -1.73435 -0.42115
C -3.06131 -2.23043 0.74694
C -1.67798 -1.60317 0.69250
H 0.10400 2.28133 2.05108
H -1.62038 2.40131 1.65310
H -0.01777 3.64588 0.05700
H -1.05983 2.45309 -0.78071
H 3.90610 1.49860 -1.17720
H 4.41325 0.96729 1.12504
H 2.87210 0.10857 1.32253
H 3.94130 -2.68607 -1.01146
H 1.72845 -1.94027 -1.71705
H 1.56521 -1.35533 -0.05267
H 2.48443 0.18104 -2.49271
H -3.74385 0.40629 1.24181
H -2.84782 1.49374 0.16816
H -2.73811 -0.30411 -1.54356
H -4.38671 0.23223 -1.21092
H -4.97438 -1.77926 -0.13952
H -3.78409 -2.38188 -1.28762
H -2.96325 -3.31553 0.71327
H -3.52936 -1.97290 1.69876
H -1.03679 -1.98815 1.48982
H -1.19645 -1.82758 -0.26672
*
```

Atomic partial charges in e from the natural (NBO) method, atoms 1 to 5: -0.6813 0.6991 -0.4984 -0.2190 -0.4835

(4)
This record from OMol25 describes a structure of composition C2H3LiO2Rb at a distorted geometry. The level of theory is wB97M-V/def2-TZVPD.

## Properties
frontier orbital gap (spin up / spin down): 0.200 / 0.200 Ha
molecular weight: 151.45 g mol⁻¹
F_max: 5.57 eV/Å
energy relative to the best compared isomer or geometry (same formula, charge and spin): 500.4 kJ/mol
DFT total energy: -7067.9274 eV

```
! RIJCOSX wB97M-V def2-TZVPD def2/J DEFGRID3
* xyz 1 1
O 0.27022 -0.74218 -1.98022
C 0.02909 0.40149 -1.53231
C -0.48294 0.59897 -0.12231
O 0.34282 -0.05699 0.78567
Li 1.65180 0.84945 1.59888
H -1.54458 0.27324 -0.11051
H -0.50490 1.70154 0.01729
Rb -0.71265 -2.40969 2.31277
H 0.95113 -0.61582 -0.96925
*
```

Atomic partial charges in e from the natural (NBO) method, atoms 1 to 5: -0.5748 0.2200 -0.2243 -1.1200 0.9761

Question: What is the formula in the second record?
Answer: C9H22InN2O15S3